39
Properties=species:S:1:pos:R:3:forces:R:3 method="wB97M-V/def2-TZVPD" charge=0 e_above_lowest_ev=11.117 lumo_ev=-0.21 e_homo_ev=-7.16 total_energy_ha=-993.364693 gap_ev=6.9
H 0.126 -0.054 0.848 0.4 -0.3 0.0
H -0.270 0.314 -0.573 0.4 -0.3 -0.4
H 3.834 2.650 1.483 0.2 -0.1 -0.1
H 4.569 1.326 1.603 0.0 0.0 0.0
H -1.784 -1.848 0.605 0.3 -0.1 0.0
H -2.742 -2.133 -0.540 0.3 -0.1 0.0
H -3.331 0.177 -0.006 -0.1 -0.2 0.1
H -3.398 -0.172 -1.483 0.0 -0.3 0.0
H -1.583 0.592 -1.849 0.5 -0.5 0.0
H -0.957 -0.066 -3.067 0.1 -0.9 0.8
H -1.847 -4.016 3.044 0.0 0.1 -0.1
H -1.521 -3.364 4.377 0.0 0.1 -0.1
H 1.998 2.985 2.398 -0.2 0.0 0.1
H 0.563 2.491 2.480 0.1 -0.2 0.0
H 2.657 -0.979 -3.739 -0.1 0.1 -0.3
H 1.989 0.291 -3.239 0.0 0.0 -0.4
H -2.708 2.357 -0.348 0.1 0.0 -0.3
H -2.887 2.574 -1.842 0.0 0.1 0.1
H 0.469 1.261 -2.595 -0.5 0.3 0.0
H -0.468 2.430 -2.848 0.4 1.2 -0.6
H -1.579 1.000 2.411 0.1 0.0 0.0
H -1.918 0.595 3.836 0.1 -0.1 0.0
H 2.886 -0.723 -1.669 -0.3 -0.4 0.4
H 2.659 -2.221 -1.790 -0.1 0.0 0.2
H 1.809 -1.185 0.588 -0.2 -0.3 -0.6
H 1.570 -1.759 1.975 -0.1 -0.3 0.1
O 0.500 0.156 -0.015 -0.8 2.2 0.4
O 4.629 2.193 1.187 -0.1 0.0 0.1
O -2.065 -2.548 0.005 -0.5 -0.1 0.1
O -2.893 0.346 -0.847 -2.6 -2.8 1.4
O -0.849 0.026 -2.114 -4.0 -11.1 3.5
O -1.753 -3.154 3.466 0.0 -0.2 0.2
O 1.418 2.419 2.919 0.1 0.2 0.0
O 1.893 -0.668 -3.241 -0.7 1.8 -4.2
O -2.233 2.308 -1.185 0.9 3.7 -0.3
O -0.413 1.471 -2.922 4.0 11.0 -5.5
O -1.471 0.280 3.042 -0.1 0.2 -0.2
O 2.285 -1.425 -1.395 1.7 -1.6 4.0
O 1.185 -1.719 1.092 0.6 -1.1 1.6